## 1
Density functional theory data (ωB97M-V/def2-TZVPD) for a molecular structure, C4H8N2.

Last column: Mulliken charge in e.
Atoms and positions in Å:
C (-0.0835, 0.5184, 0.6767)  -0.37
H (-1.6881, -1.6545, 1.2200)  0.35
C (0.0846, -0.1351, -0.6237)  0.86
H (0.4415, -0.8102, 2.2202)  0.20
H (-0.1808, 1.6075, 0.6454)  0.29
H (1.8310, 0.6912, -1.5569)  0.31
H (0.2967, 1.2999, -2.1821)  0.30
H (0.8208, -0.3358, -2.6085)  0.33
H (-2.3051, -0.1853, 0.3081)  0.24
C (0.8068, 0.4059, -1.8096)  -1.13
N (-0.6775, -1.1975, -0.6027)  -0.63
H (1.5277, 0.5461, 1.9624)  0.18
C (-1.4850, -0.8721, 0.4870)  -0.51
N (0.6109, 0.1214, 1.8637)  -0.44

Results
net charge: 0

=====

## 2
Density functional theory data (ωB97M-V/def2-TZVPD) for a molecular structure, C4H8N2.

Last column: Mulliken charge in e.
Atoms and positions in Å:
H (1.5576, 0.9538, 0.8709)  0.33
C (1.5606, 0.2354, 0.0347)  -0.47
H (-2.1524, -0.9441, 0.0227)  0.32
N (1.5864, -1.1375, 0.3497)  -0.44
C (0.4593, -1.0844, -0.5731)  -0.69
H (-0.8827, 1.5175, 1.0484)  0.26
H (1.2504, -1.2827, 1.3000)  0.30
C (-2.0283, 0.1281, 0.1622)  -0.67
C (-0.1406, 0.2690, -0.4305)  0.15
H (0.6452, -1.4560, -1.5712)  0.29
H (2.2178, 0.5243, -0.7828)  0.30
H (-2.8566, 0.8125, -0.0080)  0.33
N (-0.8865, 0.5191, 0.8419)  -0.41
H (-0.3304, 0.9449, -1.2649)  0.39

Results
net charge: 0

=====

## 3
Density functional theory data (ωB97M-V/def2-TZVPD) for a single C4H8N2 molecule.

Last column: Mulliken charge in e.
Atoms and positions in Å:
H (0.7758, -1.8625, 0.8845)  0.24
H (1.4206, 1.8954, -0.1261)  0.33
H (1.4356, 1.0210, -1.6523)  0.28
H (2.7278, 0.7185, -0.4751)  0.34
C (-1.5618, -0.9798, 0.0133)  -1.21
C (-0.6174, 0.1572, 0.1284)  0.65
C (0.8523, -0.1405, 0.0257)  0.74
H (-1.5157, -0.9459, 1.1972)  0.31
H (-1.9346, 1.5480, 0.4482)  0.23
H (-1.1613, -1.8411, -0.5148)  0.31
H (-2.5660, -0.6728, -0.2676)  0.35
N (-0.9338, 1.3521, 0.4835)  -0.67
N (1.4069, -1.1940, 0.4453)  -0.73
C (1.6716, 0.9444, -0.5902)  -1.16

Results
net charge: 0
structure (SMILES): [H]/N=C(C)\C(C)=N\[H]

=====

What should be chosen as the most stable of them? Choose 3.

=====

## 1
Density functional theory data (ωB97M-V/def2-TZVPD) for a single C4H8N2 molecule.

Last column: Mulliken charge in e.
Atoms and positions in Å:
C (0.9881, 0.2979, 0.9994)  -0.96
N (0.1653, 0.3151, -0.2053)  0.13
H (-1.0393, 1.4372, -1.4925)  0.30
H (2.0373, 0.1314, 0.7414)  0.27
H (0.6708, -0.5169, 1.6618)  0.38
H (0.0467, 2.3982, -0.4625)  0.34
H (0.8927, 1.2569, 1.5124)  0.36
H (-0.5199, -0.7765, -1.8318)  0.39
H (-1.3114, -1.8821, -0.3878)  0.15
C (-0.5994, 1.5166, -0.4957)  -0.92
C (-0.0535, -0.8278, -0.8524)  -0.31
C (-0.1568, -2.1020, -0.1070)  0.18
N (0.2895, -2.8888, 0.6849)  -0.65
H (-1.4102, 1.6408, 0.2350)  0.35

Results
net charge: 0

=====

## 2
Density functional theory data (ωB97M-V/def2-TZVPD) for a single C4H8N2 molecule.

Last column: Mulliken charge in e.
Atoms and positions in Å:
H (-0.1783, -1.1692, -2.6732)  0.21
H (0.0411, -1.9985, 1.8988)  0.30
H (-1.3790, -0.3613, -0.4583)  0.27
C (-0.2276, -0.6362, -0.8363)  0.11
H (-0.4996, 2.6851, -0.0175)  0.23
N (-0.6905, 1.8740, -0.5975)  -0.57
H (0.2429, -0.3893, 2.6464)  0.34
N (0.0160, -1.5496, -1.7473)  -0.85
H (1.5107, -1.0741, 1.6099)  0.30
H (-0.6046, 2.1579, -1.5674)  0.24
H (1.2810, 1.0350, -0.2492)  0.27
C (-0.1467, -0.3784, 0.5377)  0.38
C (0.2114, 0.7924, -0.2985)  -0.07
C (0.4232, -0.9876, 1.7523)  -1.15

Results
net charge: 0

=====

What should be chosen as the most stable of them? Choose 1.

=====

## 1
Density functional theory data (ωB97M-V/def2-TZVPD) for a single C4H8N2 molecule.

Last column: Mulliken charge in e.
Atoms and positions in Å:
H (2.1071, 0.5355, -1.1668)  0.21
H (-1.0559, -1.4529, 2.0525)  0.31
C (-0.5785, 0.0085, -1.0444)  -0.93
N (0.1473, 1.1090, -0.7660)  -0.12
H (1.9380, 1.8675, -0.0002)  0.34
C (1.5370, -0.1562, 0.7388)  0.07
H (-1.4406, -1.8306, 0.3761)  0.29
N (0.7118, -0.9678, 1.1049)  -0.39
C (-1.0582, -1.0524, 1.0380)  -0.68
H (-1.7192, -0.1796, 1.0408)  0.25
H (-1.6469, 0.1466, -1.1634)  0.46
C (1.5091, 0.9220, -0.3351)  -0.42
H (-0.3612, 1.8059, -0.2311)  0.28
H (-0.0899, -0.7556, -1.6443)  0.34

Results
net charge: 0

=====

## 2
Density functional theory data (ωB97M-V/def2-TZVPD) for a single C4H8N2 molecule.

Last column: Mulliken charge in e.
Atoms and positions in Å:
H (-0.3751, 2.0186, -0.2939)  0.36
H (-0.6819, 0.9455, -1.6857)  0.40
H (-1.8612, 1.0578, -0.3585)  0.37
C (1.4514, 0.0849, 0.0428)  -1.56
C (-0.5077, -0.1719, 1.5082)  0.01
H (-1.4024, -1.5040, -0.5963)  0.27
C (-0.0681, -0.1064, 0.0839)  1.52
C (-0.7943, 1.0571, -0.6037)  -1.58
H (1.7344, 1.0623, 0.4446)  0.36
N (-0.3987, -1.3440, -0.6197)  -0.68
N (-0.8774, -0.2862, 2.5995)  -0.47
H (1.7842, 0.0096, -0.9963)  0.38
H (1.9601, -0.6859, 0.6316)  0.36
H (0.0368, -2.1374, -0.1564)  0.26

Results
net charge: 0
structure (SMILES): CC(C)(N)C#N

=====

## 3
Density functional theory data (ωB97M-V/def2-TZVPD) for a single C4H8N2 molecule.

Last column: Mulliken charge in e.
Atoms and positions in Å:
N (0.2003, 1.3429, -0.7045)  -0.43
C (0.8927, -0.4171, 1.2153)  -0.21
H (1.5899, -0.7609, 1.9768)  0.43
H (-0.7838, 1.1045, 1.2525)  0.26
H (1.0626, 1.8550, 1.2045)  0.36
N (0.1969, -1.2824, 0.4940)  0.01
H (-0.6099, 0.0394, -2.3413)  0.30
H (-0.9233, -1.7012, -1.3321)  0.20
H (0.3093, -2.2317, 0.4956)  0.21
C (0.4022, 1.0861, 0.8753)  -0.57
C (-0.8836, -1.1197, -0.3954)  -0.57
H (-2.0843, 0.4646, -1.3796)  0.18
H (1.1048, 1.2641, -1.3934)  0.30
C (-0.8190, 0.3745, -1.1967)  -0.46

Results
net charge: 0

=====

What should be chosen as the most stable of them? Choose 2.